# 1
DFT (the ωB97M-V functional and the def2-TZVPD basis) results for a 2-piece molecular cluster, C9H13N3 overall at a distorted geometry.

As for the HOMO-LUMO gap: 0.3124 Ha. Its SMILES is C1=N[C@@H]2C[C@@H]2N1.C#CC(=C)CN. As for the energy relative to the best compared isomer or geometry (same formula, charge and spin): 461.8 kJ/mol.

Atoms and positions in Å:
C1 1.55 -1.24 -0.03
N1 1.06 -0.46 0.88
C2 1.95 0.66 0.96
C3 2.09 1.52 -0.27
C4 3.09 0.42 -0.01
N2 2.79 -0.88 -0.53
H1 1.09 -2.18 -0.37
H2 2.08 1.11 1.95
H3 1.36 1.38 -1.07
H4 2.44 2.54 -0.12
H5 4.13 0.66 0.19
H6 3.03 -1.13 -1.48
C5 -2.58 2.29 -0.26
C6 -2.63 1.10 -0.08
C7 -2.61 -0.33 0.14
C8 -3.74 -1.04 0.19
C9 -1.23 -0.95 0.27
N3 -0.33 -0.71 -0.85
H7 -2.56 3.39 -0.42
H8 -4.71 -0.57 0.09
H9 -3.72 -2.12 0.34
H10 -0.78 -0.56 1.17
H11 -1.36 -2.04 0.41
H12 -0.76 -1.03 -1.71
H13 -0.21 0.29 -0.95



# 2
DFT (the ωB97M-V functional and the def2-TZVPD basis) results for a 2-piece molecular cluster, C2H7NOSi overall at a distorted geometry.

As for the HOMO-LUMO gap: 0.4033 Ha. Its SMILES is CN=C=O.[SiH4]. As for the energy relative to the best compared isomer or geometry (same formula, charge and spin): 275.6 kJ/mol.

Atoms and positions in Å:
C1 0.47 1.67 -1.25
N1 -0.77 1.32 -0.71
C2 -1.50 0.84 0.09
O1 -2.49 0.49 0.62
H1 0.72 2.65 -1.23
H2 1.26 0.96 -0.79
H3 0.53 1.30 -2.40
Si1 0.36 -1.88 1.12
H4 -0.73 -2.04 0.07
H5 -0.02 -0.84 1.90
H6 0.53 -2.90 2.07
H7 1.65 -1.56 0.51



# 3
DFT (the ωB97M-V functional and the def2-TZVPD basis) results for C26H26Cl3N5 as an isolated structure at a distorted geometry.

As for the HOMO-LUMO gap: 0.3091 Ha. As for the energy relative to the best compared isomer or geometry (same formula, charge and spin): 1211.7 kJ/mol.

Atoms and positions in Å:
N1 -20.31 -14.53 -8.89
C1 -21.56 -14.87 -8.54
C2 -21.88 -15.55 -7.37
C3 -20.84 -15.82 -6.50
C4 -19.53 -15.50 -6.79
C5 -19.32 -14.86 -8.01
H1 -22.32 -14.54 -9.24
H2 -22.90 -15.74 -7.08
H3 -21.01 -16.24 -5.52
H4 -18.73 -15.78 -6.12
H5 -18.32 -14.62 -8.34
N2 -23.25 -12.91 -8.08
C6 -23.48 -13.40 -6.82
C7 -23.81 -12.47 -5.80
C8 -23.98 -11.12 -5.99
C9 -23.69 -10.65 -7.27
C10 -23.29 -11.56 -8.25
H6 -23.33 -14.45 -6.66
H7 -24.04 -12.82 -4.80
H8 -24.24 -10.49 -5.15
H9 -23.74 -9.60 -7.51
H10 -23.11 -11.19 -9.24
N3 -21.79 -20.21 0.63
C11 -20.95 -20.12 -0.37
C12 -21.23 -19.30 -1.47
C13 -22.47 -18.71 -1.51
C14 -23.23 -18.62 -0.36
C15 -22.91 -19.47 0.69
H11 -20.02 -20.67 -0.37
H12 -20.58 -19.29 -2.34
H13 -22.76 -18.15 -2.39
H14 -24.12 -18.01 -0.30
H15 -23.51 -19.47 1.59
N4 -19.68 -11.56 -6.99
C16 -20.45 -12.69 -6.83
C17 -21.30 -12.87 -5.70
C18 -21.27 -11.88 -4.66
C19 -20.50 -10.75 -4.82
C20 -19.70 -10.64 -5.97
H16 -20.47 -13.44 -7.62
H17 -22.02 -13.68 -5.62
H18 -21.85 -11.96 -3.75
H19 -20.48 -9.95 -4.09
H20 -19.15 -9.72 -6.10
N5 -19.47 -10.54 -2.42
C21 -20.04 -11.80 -2.49
C22 -20.70 -12.40 -1.37
C23 -20.77 -11.74 -0.14
C24 -20.27 -10.44 -0.10
C25 -19.68 -9.86 -1.28
H21 -20.00 -12.25 -3.47
H22 -21.20 -13.35 -1.49
H23 -21.25 -12.27 0.67
H24 -20.16 -9.90 0.83
H25 -19.31 -8.85 -1.18
C26 -22.03 -15.24 -3.73
Cl1 -22.68 -16.51 -2.65
Cl2 -22.00 -13.69 -2.93
Cl3 -22.93 -15.15 -5.20
H26 -20.99 -15.48 -3.95



# 4
DFT (the ωB97M-V functional and the def2-TZVPD basis) results for C20H29AlN2 as an isolated structure at a distorted geometry.

As for the HOMO-LUMO gap (alpha / beta): 0.1830 / 0.1860 Ha. Its charge is +2.

Atoms and positions in Å:
C1 -1.50 -1.10 1.38
H1 -0.68 -1.62 1.76
H2 -2.03 -0.48 2.11
H3 -0.54 -0.94 -0.86
C2 -2.29 -2.13 0.56
H4 -2.59 -1.83 -0.47
H5 -1.70 -3.06 0.40
C3 -3.54 -2.44 1.42
H6 -4.05 -3.33 1.03
H7 -3.12 -2.69 2.42
H8 -4.15 -1.51 1.47
C4 0.40 1.47 -1.13
C5 -0.78 1.00 -1.84
C6 -1.94 1.35 -1.05
C7 -1.50 2.10 0.11
C8 -0.05 2.18 0.08
C9 0.74 3.26 0.77
C10 -2.39 2.81 1.08
C11 -3.35 1.01 -1.39
C12 -0.78 0.14 -3.10
C13 1.75 1.63 -1.78
Al1 -0.43 0.00 0.25
H9 -1.82 3.04 1.98
H10 -2.80 3.76 0.70
H11 -3.24 2.16 1.31
H12 0.16 3.64 1.62
H13 1.69 2.85 1.13
H14 0.95 4.10 0.10
H15 1.97 0.77 -2.43
H16 1.69 2.55 -2.37
H17 2.57 1.70 -1.06
H18 -1.59 -0.59 -3.03
H19 -0.88 0.75 -4.01
H20 0.17 -0.42 -3.13
H21 -3.94 0.87 -0.49
H22 -3.76 1.84 -1.96
H23 -3.39 0.11 -2.00
N1 3.37 -0.14 2.14
C14 2.15 0.42 1.97
N2 1.47 -0.21 1.04
C15 2.28 -1.24 0.53
C16 2.01 -2.11 -0.51
C17 3.00 -3.08 -0.77
C18 4.23 -3.08 -0.06
C19 4.51 -2.10 0.93
C20 3.50 -1.17 1.19
H24 4.10 0.14 2.79
H25 1.85 1.32 2.49
H26 1.04 -1.98 -1.02
H27 2.84 -3.88 -1.49
H28 4.99 -3.81 -0.29
H29 5.42 -2.05 1.52



# 5
DFT (the ωB97M-V functional and the def2-TZVPD basis) results for C37H28N3O2P2RuS2 as an isolated structure at a distorted geometry.

As for the HOMO-LUMO gap (alpha / beta): 0.1914 / 0.2067 Ha. Its expectation value of S² is 8.80. Its spin multiplicity is 6. As for the energy relative to the best compared isomer or geometry (same formula, charge and spin): 0.0 kJ/mol.

Atoms and positions in Å:
Ru1 -18.10 4.95 7.77
O1 -17.81 2.42 11.07
C1 -17.86 2.94 9.92
N1 -18.10 4.30 9.69
C2 -18.04 5.17 10.81
O2 -17.37 4.83 11.76
C3 -18.73 6.41 10.73
C4 -19.22 6.98 11.94
C5 -19.65 8.30 12.02
C6 -19.44 9.12 10.91
C7 -18.88 8.61 9.77
N2 -18.58 7.26 9.64
C8 -17.72 2.06 8.67
C9 -17.65 0.67 8.81
C10 -18.04 -0.07 7.71
C11 -18.28 0.63 6.50
C12 -18.21 2.00 6.51
N3 -17.91 2.75 7.54
H1 -18.98 6.50 12.91
H2 -20.01 8.77 12.94
H3 -19.71 10.19 10.99
H4 -18.63 9.25 8.91
H5 -17.41 0.26 9.78
H6 -18.16 -1.17 7.84
H7 -18.36 0.08 5.60
H8 -18.39 2.54 5.63
S1 -20.58 3.74 5.46
P1 -20.40 5.10 6.86
C13 -18.18 6.71 8.31
P2 -16.56 7.35 7.70
S2 -15.86 5.44 7.33
C14 -15.48 8.13 8.85
C15 -15.20 9.50 8.66
C16 -14.43 10.10 9.65
C17 -13.82 9.35 10.67
C18 -13.96 7.93 10.73
C19 -14.91 7.35 9.89
C20 -16.59 8.25 6.12
C21 -17.69 8.91 5.65
C22 -17.64 9.56 4.41
C23 -16.47 9.58 3.60
C24 -15.35 8.97 4.14
C25 -15.38 8.39 5.39
C26 -21.44 4.57 8.23
C27 -21.10 3.37 8.83
C28 -21.53 3.11 10.15
C29 -22.47 3.93 10.73
C30 -22.92 5.06 10.05
C31 -22.44 5.35 8.81
C32 -21.16 6.77 6.48
C33 -21.40 7.79 7.42
C34 -21.75 9.06 6.94
C35 -22.11 9.29 5.61
C36 -22.13 8.20 4.74
C37 -21.69 6.94 5.19
H9 -15.59 10.07 7.79
H10 -14.45 11.21 9.72
H11 -13.14 9.88 11.30
H12 -13.49 7.38 11.52
H13 -15.12 6.28 9.90
H14 -18.68 8.83 6.16
H15 -18.48 10.18 4.12
H16 -16.56 10.02 2.61
H17 -14.41 9.12 3.58
H18 -14.48 7.84 5.75
H19 -20.44 2.66 8.32
H20 -21.14 2.31 10.75
H21 -22.80 3.78 11.72
H22 -23.61 5.80 10.40
H23 -22.86 6.21 8.27
H24 -21.31 7.68 8.48
H25 -21.70 9.91 7.69
H26 -22.41 10.30 5.36
H27 -22.43 8.37 3.71
H28 -21.69 6.09 4.45



no.,energy (eV)
1,-14008.4254
2,-13600.5997
3,-72387.8099
4,-30770.4198
5,-90214.4708